Version A
11
Properties=species:S:1:pos:R:3 method="wB97M-V/def2-TZVPD" gap_ev="7.88 / 5.96" total_charge=+1 homo_ev="-13.487 / -13.950"
C 0.841 1.901 -4.397
C 1.373 1.197 -3.592
C 0.358 0.162 2.065
C -0.421 -1.356 0.206
N 0.474 -0.375 -0.307
N 0.108 -0.321 0.932
H 1.123 2.730 -5.002
H 0.905 1.064 2.355
H -0.047 -0.220 3.055
H -1.487 -1.295 -0.327
H 0.105 -2.274 0.312

Version B
11
Properties=species:S:1:pos:R:3 method="wB97M-V/def2-TZVPD" gap_ev=9.45 total_charge=+1 homo_ev=-14.075
C -0.347 0.048 -0.875
C -1.321 -0.583 -1.470
C 0.197 0.145 0.363
C 1.002 0.707 -0.733
N -2.106 -1.399 -1.770
N 0.148 -0.083 1.633
H 1.881 0.166 -1.065
H 1.068 1.781 -0.864
H -3.028 -1.529 -2.143
H -0.637 -0.557 2.067
H 0.897 0.219 2.242

Stability summary: most stable version B, least stable version A.

Version A
12
Properties=species:S:1:pos:R:3 method="wB97M-V/def2-TZVPD" gap_ev=9.47 total_charge=0 homo_ev=-9.031
C -0.580 -0.533 -0.002
C 0.385 0.427 -0.209
C 1.879 0.401 -0.274
H -1.020 -2.338 0.988
H 0.622 -2.127 0.479
H -2.242 2.072 -0.219
H 2.238 1.421 -0.417
N -0.381 -1.814 0.437
N -1.775 0.056 0.088
N -1.502 1.365 -0.300
N -0.214 1.626 -0.469
O 2.590 -0.555 -0.102

Version B
12
Properties=species:S:1:pos:R:3 method="wB97M-V/def2-TZVPD" gap_ev=8.19 total_charge=0 homo_ev=-8.116
C -0.753 -0.303 -0.093
C 0.174 -0.123 0.912
C 0.939 0.622 -1.058
H -3.342 -1.755 0.882
H 0.188 -0.215 1.968
H 1.984 0.872 0.907
H 2.589 1.428 -1.580
N -2.444 -1.276 1.033
N -2.011 -0.923 -0.047
N 1.218 0.504 0.341
N 1.704 1.097 -1.990
O -0.246 0.071 -1.276

Version C
12
Properties=species:S:1:pos:R:3 method="wB97M-V/def2-TZVPD" gap_ev=9.23 total_charge=0 homo_ev=-9.535
C -1.032 -0.150 -0.073
C 1.947 -0.468 -0.014
C -0.404 1.238 0.125
H -2.770 0.796 -0.016
H -0.631 -2.171 -0.215
H 2.846 -1.051 -0.045
H -1.106 2.073 0.508
N -2.352 -0.126 -0.001
N -0.190 -1.214 -0.412
N 1.975 0.769 -0.217
N 0.793 1.551 -0.063
O 0.923 -1.249 0.424

Version D
12
Properties=species:S:1:pos:R:3 method="wB97M-V/def2-TZVPD" gap_ev=9.30 total_charge=0 homo_ev=-9.364
C 1.486 0.277 -0.085
C -0.931 0.308 -0.244
C -2.101 -0.261 0.167
H 1.358 2.081 0.416
H -0.984 1.455 -0.388
H -2.323 -1.269 0.124
H -3.017 0.436 0.238
N 2.313 -0.757 0.085
N 1.631 -1.883 -0.033
N 0.387 -1.633 -0.097
N 0.201 -0.185 -0.172
O 1.980 1.431 -0.012

Stability summary: most stable version A, least stable version C.